# C23H49BBrN5O7PS

A 3-piece molecular cluster, C23H49BBrN5O7PS overall in a non-equilibrium geometry (ωB97M-V/def2-TZVPD, the OMol25 dataset).

Last column: Löwdin charge in e.
Element x y z (Å)
1 C -1.4963 -1.1357 -1.6233  -0.151
2 C -0.3890 -1.7056 -2.6006  -0.375
3 P 1.2233 -0.7139 -2.6034  0.898
4 C 1.2315 0.0798 -4.3172  -0.323
5 N 1.1137 0.6609 -1.4581  -0.584
6 S 1.0158 2.2217 -2.2204  0.822
7 C 2.2194 0.6997 -0.5497  -0.518
8 N 3.4882 1.2046 -0.9628  -0.389
9 Br 4.5794 -0.0808 -1.7625  0.787
10 N 2.0188 0.2827 0.6772  0.163
11 B 0.6068 -0.1960 1.0452  -0.599
12 O 0.5163 -1.5726 1.3833  0.129
13 N -0.5604 0.6584 1.0570  -0.066
14 C -0.2566 2.0687 1.4083  -0.089
15 C -1.6139 0.1716 1.9881  -0.060
16 C 2.9958 0.2763 1.7427  -0.161
17 C 2.8334 1.0472 3.0066  0.047
18 C 3.9174 0.9191 3.9749  -0.123
19 N 5.0862 0.2330 3.9054  0.062
20 C 5.2690 -0.4900 2.7673  -0.086
21 C 4.2423 -0.4884 1.7151  -0.007
22 H -2.5164 -1.4511 -1.9856  0.085
23 H -1.3898 -1.5923 -0.5996  0.061
24 H -1.4744 -0.0274 -1.4810  0.056
25 H -0.1147 -2.7334 -2.2605  0.073
26 H -0.8288 -1.6915 -3.6385  0.083
27 H 1.2575 -0.7803 -5.0456  0.059
28 H 2.1291 0.7260 -4.4717  0.035
29 H 0.2590 0.6111 -4.5166  0.041
30 H 0.1922 3.0283 -1.4538  -0.122
31 H 3.9634 1.7356 -0.2303  0.087
32 H 0.9123 -1.7282 2.2660  0.122
33 H -1.0631 2.7034 0.9302  0.101
34 H -0.2848 2.2902 2.5089  0.097
35 H 0.7131 2.4541 1.0029  0.081
36 H -1.8707 -0.9056 1.8419  0.099
37 H -1.3330 0.3709 3.0654  0.108
38 H -2.5591 0.7539 1.7761  0.110
39 H 1.9129 1.6572 3.1881  0.108
40 H 3.7567 1.4836 4.9327  0.122
41 H 6.2111 -1.0878 2.6754  0.128
42 H 4.4338 -1.1282 0.8154  0.067
43 C -4.8360 7.8320 -5.6431  -0.106
44 O -4.5785 7.1607 -4.4259  -0.207
45 C -5.6092 6.2425 -4.0895  -0.199
46 C -5.0991 5.2116 -3.0976  -0.175
47 O -4.3123 4.1845 -3.7011  -0.129
48 C -3.0035 4.5583 -4.1190  -0.175
49 C -2.0354 4.7531 -2.9635  -0.215
50 O -2.2391 6.0148 -2.3473  -0.192
51 C -1.7664 6.0413 -1.0180  -0.109
52 H -5.7468 8.4350 -5.5630  0.090
53 H -3.9940 8.4888 -5.8562  0.089
54 H -4.9356 7.1151 -6.4655  0.088
55 H -5.9742 5.7316 -4.9884  0.129
56 H -6.4307 6.8109 -3.6371  0.129
57 H -5.9657 4.6977 -2.6736  0.128
58 H -4.5691 5.6766 -2.2649  0.119
59 H -3.0309 5.4283 -4.7766  0.124
60 H -2.6433 3.7179 -4.7194  0.126
61 H -1.0036 4.7302 -3.3427  0.119
62 H -2.1715 3.9430 -2.2354  0.113
63 H -2.2923 5.2959 -0.4101  0.083
64 H -1.9729 7.0279 -0.6034  0.094
65 H -0.6848 5.8597 -0.9865  0.082
66 C 2.8443 -3.7031 4.4771  -0.105
67 O 2.1286 -4.5741 3.6277  -0.207
68 C 2.8725 -4.9277 2.4687  -0.198
69 C 2.3237 -6.2025 1.8496  -0.179
70 O 2.7324 -7.3835 2.5303  -0.125
71 C 2.1154 -7.6296 3.7936  -0.173
72 C 0.6693 -8.0811 3.6794  -0.197
73 O -0.1834 -6.9688 3.4356  -0.209
74 C -1.3996 -7.3537 2.8258  -0.110
75 H 3.0515 -2.7584 3.9563  0.068
76 H 2.2342 -3.5043 5.3572  0.092
77 H 3.7818 -4.1681 4.7999  0.094
78 H 3.9291 -5.0741 2.7235  0.129
79 H 2.7835 -4.1026 1.7487  0.116
80 H 2.7418 -6.2919 0.8430  0.128
81 H 1.2385 -6.1661 1.7389  0.121
82 H 2.2218 -6.7722 4.4596  0.119
83 H 2.6876 -8.4483 4.2370  0.129
84 H 0.3557 -8.5421 4.6241  0.129
85 H 0.5810 -8.8167 2.8722  0.129
86 H -1.2082 -7.8327 1.8597  0.088
87 H -1.9912 -6.4545 2.6508  0.086
88 H -1.9629 -8.0307 3.4765  0.090

Atomic forces in eV per Å
C -0.4 -0.6 0.4
C -0.9 1.2 0.3
P 0.3 -1.5 -0.9
C -0.8 -0.3 0.1
N 1.0 0.7 0.4
S -0.4 1.0 -0.1
C 1.1 0.0 -0.5
N -1.6 0.0 0.6
Br 0.1 0.3 -0.1
N -0.4 0.6 -0.2
B -1.9 -1.4 0.3
O 0.6 1.9 0.3
N 2.5 -0.5 2.3
C -0.9 1.5 -1.0
C -1.4 0.2 0.0
C 3.2 0.3 3.4
C 1.2 -1.8 -1.6
C -1.3 0.8 0.1
N -1.3 -0.3 -1.8
C -2.2 0.9 -0.5
C -0.2 -0.1 -0.4
H 1.1 0.4 0.3
H 0.0 0.5 -1.0
H 0.0 -0.9 -0.4
H -0.2 0.8 -0.6
H 0.7 -0.2 0.9
H 0.2 0.7 0.8
H -0.8 -0.5 0.1
H 1.1 -0.2 0.2
H 0.3 -1.1 0.0
H 0.1 -0.6 -0.1
H -0.2 -0.4 -0.7
H 0.8 -0.4 0.6
H 0.0 -0.5 -0.8
H -0.7 -0.6 0.3
H 0.5 0.9 0.1
H -0.2 -0.3 -1.1
H 1.0 -0.5 0.3
H 1.2 -0.6 0.0
H 0.3 -0.6 -1.0
H -1.1 0.6 0.0
H -0.2 0.7 1.0
C 0.0 0.0 0.2
O 0.1 -0.2 -0.2
C 0.3 0.3 0.2
C -0.2 -0.1 -0.1
O 0.2 0.2 0.1
C -0.1 -0.3 0.0
C 0.0 0.5 -0.2
O -0.1 -0.2 0.3
C -0.1 0.1 -0.3
H 0.0 0.0 -0.1
H 0.0 0.0 0.1
H -0.1 0.0 0.0
H 0.0 0.0 0.0
H -0.2 -0.2 0.0
H 0.0 0.0 -0.1
H 0.1 0.2 -0.2
H 0.1 0.2 0.2
H 0.0 0.0 0.1
H 0.1 -0.2 0.0
H -0.1 -0.1 0.0
H 0.1 -0.1 0.1
H 0.1 0.0 -0.1
H 0.0 0.0 0.1
C -0.2 -0.2 -0.2
O 0.1 0.0 0.1
C -0.4 0.0 0.1
C 0.2 -0.1 -0.1
O -0.1 0.2 0.1
C 0.0 -0.3 -0.1
C 0.0 0.4 0.3
O 0.0 0.0 -0.3
C 0.1 0.1 0.1
H 0.2 0.1 0.1
H 0.0 0.0 -0.1
H 0.1 0.2 0.0
H 0.0 0.0 0.0
H 0.2 0.0 -0.2
H 0.1 0.0 0.1
H 0.0 0.2 0.2
H -0.2 0.1 -0.1
H 0.0 0.0 -0.1
H 0.1 -0.2 0.0
H 0.0 0.0 0.0
H -0.1 -0.1 0.0
H 0.1 0.0 0.1
H -0.1 -0.1 -0.1

## Properties
M	661.4	u
multiplicity	1
net charge	+1
E_HOMO	-10.94	eV